{
  "formula": "C37H40N4O6",
  "method": "the ωB97M-V functional and the def2-TZVPD basis",
  "total_energy_ev": -57265.8422,
  "relative_energy_ev": 0.0000,
  "gap_ev": 8.68,
  "symbols": ["O", "O", "O", "O", "O", "O", "N", "N", "N", "N", "C", "C", "C", "C", "C", "C", "C", "C", "C", "C", "C", "C", "C", "C", "C", "C", "C", "C", "C", "C", "C", "C", "C", "C", "C", "C", "C", "C", "C", "C", "C", "C", "C", "C", "C", "C", "C", "H", "H", "H", "H", "H", "H", "H", "H", "H", "H", "H", "H", "H", "H", "H", "H", "H", "H", "H", "H", "H", "H", "H", "H", "H", "H", "H", "H", "H", "H", "H", "H", "H", "H", "H", "H", "H", "H", "H", "H"],
  "coordinates": [[1.9949, -0.6563, 1.2814], [-1.5049, -1.9918, -0.5470], [-0.2630, -0.0136, -2.3074], [0.5829, -2.6520, -0.0251], [1.3184, -0.5848, 3.4427], [0.1092, 4.4043, -3.3165], [3.1678, -1.7554, 2.8572], [0.1862, 2.1349, -2.9740], [-3.3595, -0.6289, -0.9494], [-0.1918, -0.5345, 0.4776], [-4.8752, 0.3214, -3.2053], [-0.2584, -1.8056, -0.0247], [-3.7112, -0.3115, -3.9079], [-1.6991, -3.5267, 3.1139], [-2.1199, 0.0260, 1.8746], [2.3650, 0.5370, -5.4912], [1.2600, 0.8077, -4.7042], [-3.6555, -1.9565, 1.9512], [3.5554, 2.3477, -4.4641], [-1.1698, 4.2053, -0.6053], [-2.2348, -0.8409, -0.4495], [-1.4473, -2.1916, 2.8494], [1.8235, 2.7171, 2.9886], [-1.4846, 0.1156, 0.4518], [2.1021, -0.9847, 2.6111], [-1.4909, 3.3242, -1.8308], [-3.9071, -3.2897, 2.2182], [-1.4056, 1.5864, 0.0225], [-0.5087, 1.1642, -2.2820], [2.1629, 2.1803, 1.5974], [0.9722, 1.4838, 0.9967], [-2.4177, -1.3989, 2.2509], [-0.1186, 2.2618, 0.4401], [3.5102, 1.3065, -5.3759], [-0.3188, 3.4115, -2.7947], [4.3998, -1.2891, 4.9372], [3.4006, -2.1931, 4.2208], [-4.5848, -1.1346, -3.0125], [2.4613, 2.6211, -3.6633], [4.0474, -2.2432, 1.8118], [0.9314, 0.1385, 0.9370], [-4.0505, -1.6540, -1.6921], [-1.6068, 1.8404, -1.4881], [1.3141, 1.8506, -3.7905], [3.5470, -3.5545, 1.2141], [-2.9247, -4.0810, 2.7896], [-0.0493, 3.5694, 0.1507], [4.5599, -1.6446, 5.9513], [2.3269, -0.2759, -6.2004], [-3.0456, 0.6025, 1.8668], [-4.8976, -1.9631, -1.0687], [-3.4144, -2.5299, -1.8688], [0.8157, 4.1687, 0.3744], [-2.2353, 2.1041, 0.5172], [-2.5698, 1.4125, -1.7734], [2.4898, 3.4296, -2.9502], [5.3552, -1.2778, 4.4175], [-0.9331, -4.1346, 3.5719], [-2.3831, 3.7093, -2.3303], [4.0138, -0.2740, 4.9797], [-2.7124, -0.0914, -3.5643], [-0.8964, 5.2031, -0.9476], [4.3678, 1.0948, -5.9968], [-4.6818, 0.9783, -2.3721], [0.3655, 0.2117, -4.7912], [-3.1181, -5.1249, 2.9881], [-3.7782, -0.4649, -4.9744], [3.4613, -4.3200, 1.9823], [-0.5000, -1.7561, 3.1265], [3.7651, -3.2225, 4.1951], [4.2432, -3.9008, 0.4552], [1.0061, 3.4320, 2.9333], [-1.4153, 0.4709, 2.5804], [2.4437, -2.1673, 4.7467], [1.5229, 1.8960, 3.6352], [2.6895, 3.2085, 3.4258], [2.4855, 2.9960, 0.9486], [2.5740, -3.4064, 0.7542], [-4.8713, -3.7133, 1.9771], [2.9913, 1.4749, 1.6749], [-4.4221, -1.3398, 1.5039], [4.4473, 2.9488, -4.3714], [5.0389, -2.3759, 2.2533], [-5.7372, 0.5997, -3.7926], [-2.0666, 4.2888, 0.0164], [-5.2516, -1.8437, -3.4877], [4.1126, -1.4858, 1.0291]],
  "mulliken_charge": [-0.642, -0.433, -0.466, -0.672, -0.679, -0.649, 0.430, 0.694, 0.131, 0.852, -0.478, 0.033, -0.482, -0.790, -0.537, -0.831, 0.018, -0.156, -0.828, -1.580, 0.589, -0.068, -1.308, -1.004, 0.499, 0.072, -0.852, -0.912, -0.369, -1.645, 1.279, -0.578, 1.067, -0.401, 0.015, -1.170, -0.684, -0.091, -0.382, -0.577, 0.240, -0.866, 1.102, 0.306, -0.872, -0.510, -1.070, 0.401, 0.395, 0.662, 0.372, 0.406, 0.491, 1.018, -0.391, 0.417, 0.308, 0.440, 0.395, 0.272, 0.018, 0.530, 0.386, 0.012, 0.411, 0.396, 0.289, 0.309, 0.714, 0.441, 0.394, 0.323, 0.383, 0.331, 0.290, 0.464, 0.655, 0.110, 0.404, 0.305, 0.546, 0.381, 0.454, 0.338, 0.459, 0.449, 0.275]
}

=====

{
  "formula": "C37H41Br2Cl45N2OS",
  "method": "the ωB97M-V functional and the def2-TZVPD basis",
  "total_energy_ev": -758491.1684,
  "gap_ev": 7.85,
  "symbols": ["Br", "Br", "Cl", "Cl", "Cl", "Cl", "Cl", "Cl", "Cl", "Cl", "Cl", "Cl", "Cl", "Cl", "Cl", "Cl", "Cl", "Cl", "Cl", "Cl", "Cl", "Cl", "Cl", "Cl", "Cl", "Cl", "Cl", "Cl", "Cl", "Cl", "Cl", "Cl", "Cl", "Cl", "Cl", "Cl", "Cl", "Cl", "Cl", "Cl", "Cl", "Cl", "Cl", "Cl", "Cl", "Cl", "Cl", "S", "O", "N", "N", "C", "C", "C", "C", "C", "C", "C", "C", "C", "C", "C", "C", "C", "C", "C", "C", "C", "C", "C", "C", "C", "C", "C", "C", "C", "C", "C", "C", "C", "C", "C", "C", "C", "C", "C", "C", "C", "H", "H", "H", "H", "H", "H", "H", "H", "H", "H", "H", "H", "H", "H", "H", "H", "H", "H", "H", "H", "H", "H", "H", "H", "H", "H", "H", "H", "H", "H", "H", "H", "H", "H", "H", "H", "H", "H", "H", "H", "H"],
  "coordinates": [[-1.3582, 3.9522, -0.9082], [-3.6104, 3.5810, 1.8826], [-9.3654, -1.3664, 7.4412], [-6.7877, 0.3322, 9.3492], [7.9260, 5.5760, -7.9310], [3.3735, 1.4233, -0.3754], [9.3539, 7.8035, -9.1377], [6.1927, -0.2646, -2.4367], [2.3199, -0.3442, 5.0727], [7.0989, 10.0474, -10.3697], [8.3958, 0.7392, -10.8790], [1.9758, 2.7506, -2.5790], [9.5338, 5.1671, -10.3269], [9.7061, -6.1503, 0.1696], [8.1527, 2.3717, -8.4916], [-9.8283, -1.7425, -4.5030], [1.8465, -0.1310, -2.2628], [-2.7375, -4.2873, 10.4645], [-6.2101, -9.7193, -2.0242], [-6.9217, -2.6427, 6.5298], [5.4227, -1.1009, 0.2449], [2.3221, 2.5585, 5.2191], [3.3185, 1.2191, 2.8433], [7.5050, 8.7832, -6.4073], [10.7627, -4.6619, -2.0890], [-1.2241, 1.7788, 10.4983], [-3.7085, -2.4960, 8.3938], [-6.2297, 2.6943, 10.9421], [-4.7136, -2.2602, 11.1090], [4.9236, 7.5903, -5.8251], [-7.0420, -0.9854, -4.8213], [5.2306, 10.4805, -5.7906], [-8.7542, -1.4746, 4.6041], [6.8947, 5.1371, -4.7378], [-8.6487, 0.2327, -2.7288], [8.6545, 9.5674, -12.7700], [-0.4450, 0.4586, 8.0477], [5.1982, 3.4151, -3.1283], [8.4984, 12.2434, -11.6507], [-7.1863, -9.0240, 0.6313], [-0.8250, -1.1047, 10.4500], [9.7955, -3.2508, 0.2559], [-4.3018, 1.7814, 8.9730], [6.7455, -2.9697, -1.5395], [10.0859, 0.2060, -8.5773], [-5.8410, -11.5583, 0.1889], [5.1735, 3.1904, -6.0214], [-0.6786, -1.9887, 3.9485], [-7.0253, -4.1123, -2.1289], [-1.6958, -0.3965, 1.5174], [-5.4149, -3.9674, -0.4834], [-1.3769, 0.3563, 2.6797], [-2.0594, 2.4724, 1.4426], [0.4335, -3.9257, 0.6221], [0.4131, 2.6155, 0.8764], [-0.9286, 3.3455, 0.8840], [-6.3363, -4.6626, -1.2990], [-2.8433, -1.3770, -1.5138], [-5.8887, -3.8008, 0.9016], [-0.4256, -2.3848, 2.2452], [-3.4755, -2.4826, -0.6795], [-4.1203, -3.3671, 9.8679], [0.2713, -3.5490, 1.9472], [10.5895, -4.7111, -0.3354], [-8.3583, -1.2304, -3.6736], [-1.2865, 2.4822, 3.8195], [8.5008, 0.7623, -9.1168], [-5.5312, 1.2903, 10.1329], [-0.8205, 1.8758, 4.9729], [5.3578, 4.2885, -4.6524], [-0.2967, 0.4483, 9.8101], [-4.9326, -2.7238, -1.0901], [-1.3261, -1.1237, -1.2360], [-0.6108, 0.5058, 4.9801], [-8.0825, -1.3498, 6.2297], [2.8457, 1.3084, -2.0514], [-0.8997, -0.2405, 3.8468], [-1.5715, 1.7458, 2.6748], [-0.7642, -1.9413, -0.0983], [8.5019, 6.2891, -9.4440], [-6.8911, -10.3313, -0.5180], [-0.0741, -3.1145, -0.3833], [5.7593, 8.9737, -6.5358], [6.6006, -1.2856, -1.0508], [3.1561, 1.1326, 4.5988], [-0.9419, -1.5706, 1.2427], [-6.3643, -6.1570, -1.0804], [7.6434, 10.7253, -11.9067], [-0.8474, 4.2125, 1.5368], [0.3074, 1.5610, 0.6148], [0.0450, -3.4105, -1.4186], [11.5786, -4.7533, 0.0996], [3.7241, 1.2026, -2.6725], [-0.2411, -0.0178, 5.8541], [-5.3300, -6.4941, -1.0407], [-2.4124, 1.8028, 0.6648], [7.5629, -0.9601, -0.6777], [4.1491, 1.1101, 5.0266], [-2.9605, -3.4381, -0.7880], [-5.2118, -4.2897, 1.6042], [0.9507, -4.8453, 0.3864], [-8.0588, -2.0212, -2.9951], [-5.5460, -1.8653, -0.7931], [0.8945, 2.6949, 1.8503], [-7.8418, -10.7940, -0.7452], [-7.5591, -0.4056, 6.3069], [-4.9667, -2.8071, -2.1758], [0.7433, 0.5857, 10.0733], [-1.5356, 0.2116, 0.7271], [-4.9132, -4.0669, 9.6408], [4.5608, 5.0195, -4.7003], [-0.7423, -1.3659, -2.1211], [-1.4587, 3.5511, 3.8249], [5.4976, 9.0089, -7.5851], [1.0733, 3.0856, 0.1514], [7.6416, 6.5108, -10.0621], [6.7707, 10.9277, -12.5123], [-6.8833, -4.2239, 1.0435], [-0.6219, 2.4616, 5.8596], [-6.8800, -6.6380, -1.9046], [7.7580, 0.0782, -8.7295], [-5.0562, 0.6711, 10.8826], [-1.2049, -0.0524, -1.0596], [-2.9790, -1.6264, -2.5668], [-5.9357, -2.7435, 1.1609], [0.6571, -4.1740, 2.7412], [-6.8506, -6.3606, -0.1286], [-3.4780, -2.2021, 0.3773], [-3.3671, -0.4438, -1.2974]],
  "mulliken_charge": [-0.135, -0.046, -0.134, -0.050, 0.007, 0.110, -0.118, -0.099, -0.045, -0.047, -0.126, -0.090, -0.124, -0.116, -0.032, -0.141, -0.087, -0.119, -0.117, -0.095, -0.078, -0.110, -0.050, -0.098, -0.115, -0.110, -0.045, -0.136, -0.112, -0.077, -0.141, -0.127, -0.130, -0.110, -0.140, -0.110, -0.098, -0.119, -0.118, -0.108, -0.074, -0.089, -0.078, -0.120, -0.126, -0.121, -0.136, -0.345, -0.534, 0.158, 0.223, -0.392, -0.996, -1.060, -0.831, 0.166, 0.393, -0.749, -1.134, 0.835, 0.187, -0.069, -0.588, 0.001, 0.572, -0.261, -0.023, 0.131, -1.035, 0.182, -0.118, -1.239, -1.242, -0.327, 0.078, -0.191, 0.021, 0.823, 1.271, 0.018, 0.044, -0.453, 0.134, 0.025, -0.246, -0.496, -0.995, -0.023, 0.471, 0.114, 0.446, 0.325, 0.298, 0.457, 0.379, 0.366, 0.251, 0.439, 0.262, 0.255, 0.438, -0.144, 0.362, 0.246, 0.295, 0.270, 0.500, 0.359, -0.366, 0.350, 0.151, 0.586, 0.402, 0.157, 0.465, 0.246, 0.301, 0.447, 0.690, 0.370, 0.302, 0.135, 0.087, 0.427, 0.388, 0.454, 0.200, 0.115, 0.267]
}

=====

{
  "formula": "C37H41Br2KN11O10S",
  "method": "the ωB97M-V functional and the def2-TZVPD basis",
  "total_energy_ev": -243141.9584,
  "total_charge": -1,
  "relative_energy_ev": 0.8187,
  "gap_ev": 7.35,
  "symbols": ["Br", "Br", "K", "S", "O", "O", "O", "O", "O", "O", "O", "O", "O", "O", "N", "N", "N", "N", "N", "N", "N", "N", "N", "N", "N", "C", "C", "C", "C", "C", "C", "C", "C", "C", "C", "C", "C", "C", "C", "C", "C", "C", "C", "C", "C", "C", "C", "C", "C", "C", "C", "C", "C", "C", "C", "C", "C", "C", "C", "C", "C", "C", "H", "H", "H", "H", "H", "H", "H", "H", "H", "H", "H", "H", "H", "H", "H", "H", "H", "H", "H", "H", "H", "H", "H", "H", "H", "H", "H", "H", "H", "H", "H", "H", "H", "H", "H", "H", "H", "H", "H", "H", "H"],
  "coordinates": [[-1.7268, -2.9938, -6.7600], [-6.0536, -4.9742, -0.3634], [-0.8365, -0.1670, 0.6419], [2.6625, 0.4445, -1.0617], [0.8574, 1.7226, 0.8981], [-0.7406, 5.3527, 2.0694], [2.9667, 5.9871, 4.8748], [2.0542, -0.3233, 2.2189], [-3.8915, -1.1064, 3.3734], [-1.1448, 3.4839, 1.1009], [3.9900, 0.2510, 2.9412], [4.3604, 4.3918, 5.2527], [3.7298, 0.8150, -0.0900], [-2.4071, 0.3157, 2.4765], [-0.9174, -1.7503, -2.3496], [0.7733, -4.3874, 1.7346], [-0.4249, 4.2148, 1.7512], [0.8777, -2.4762, 0.4776], [-3.0437, -1.4412, -0.6767], [2.8588, 0.5187, 2.5858], [-1.2195, 1.5128, -2.5048], [2.8403, 5.1853, -2.4033], [1.2635, 5.5315, -0.6558], [3.3561, 4.8404, 4.7221], [-0.5803, -1.5905, 3.7545], [3.0873, 2.6969, 3.5639], [-1.1041, 5.6435, -0.9986], [1.8289, -6.6261, 1.3616], [-3.2056, 3.3933, -2.9762], [0.5075, 5.1913, -2.8788], [0.8250, 3.6762, 2.2765], [-1.7293, -0.9188, 4.3838], [1.4837, -3.3475, 1.1999], [-2.2058, 3.6562, -2.0480], [-2.1791, 4.9087, -1.2705], [-1.1407, -4.8735, 0.1872], [-0.1566, -1.9864, -4.6090], [-4.8503, -3.5152, -0.4899], [1.4977, 4.4687, 3.1725], [-4.7863, -2.5755, 0.5146], [2.1473, 1.9538, -1.8728], [-0.6743, -4.4039, 1.5602], [1.8273, 5.0867, -3.2646], [2.6443, 3.9955, 3.7890], [-3.1868, 2.1968, -3.6752], [-3.8715, -1.5364, 0.3591], [-3.1080, -2.3757, -1.6232], [0.2567, 5.4268, -1.5280], [1.2979, 2.3640, 1.8605], [-4.0101, -3.4291, -1.5900], [0.0181, -1.6275, -3.2791], [-2.0941, -2.2585, -2.7082], [2.4131, 1.9049, 2.6782], [2.4937, 5.3911, -1.1379], [-2.7821, -0.5440, 3.3290], [3.5535, -0.2430, -2.4766], [-2.1693, 1.2935, -3.4118], [2.9549, -3.2732, 1.5307], [-1.3895, -2.5034, -4.9630], [-1.2507, 2.6605, -1.8366], [1.4150, -5.5329, 2.3452], [-2.3822, -2.6515, -4.0148], [-3.1200, 5.2031, -0.8176], [2.9317, -0.2261, -3.3719], [0.9655, -1.2173, -2.9459], [0.1227, -1.7879, 4.4573], [3.1077, -3.1992, 2.6080], [-2.1783, -1.6127, 5.0933], [1.3822, 1.7179, -2.6144], [-3.9888, 4.1224, -3.1495], [0.9619, -7.0428, 0.8492], [-0.5020, 2.7901, -1.0621], [3.3819, -2.3811, 1.0800], [-0.3005, 5.1129, -3.5924], [3.8403, -1.2652, -2.2373], [2.0909, 4.9210, -4.3042], [-0.7393, -4.2142, -0.5828], [2.2859, -5.2048, 2.9133], [-5.3885, -2.6204, 1.4103], [-1.0845, -5.0444, 2.3441], [-1.0384, -3.3958, 1.7552], [-3.7998, -0.7754, 1.1302], [2.5069, -6.2308, 0.6033], [-0.8267, -5.8983, -0.0228], [3.3018, 5.4564, -0.4172], [0.7152, -5.9473, 3.0737], [1.1198, 5.4531, 3.4000], [-3.9494, 1.9620, -4.4057], [3.0171, 2.4425, -2.3111], [1.5192, -1.7169, 0.2649], [-0.1169, -0.9838, 3.0854], [-1.1860, 6.4537, -0.2839], [0.6352, -1.8631, -5.3334], [3.9452, 2.3085, 4.0911], [-2.1214, 0.3466, -3.9400], [-2.2312, -4.8405, 0.1383], [-3.3569, -3.0338, -4.2819], [-1.4472, 0.0004, 4.9143], [1.7130, 2.5709, -1.0882], [2.3385, -7.4379, 1.8856], [4.4414, 0.3745, -2.6129], [-4.0210, -4.1885, -2.3588], [3.4932, -4.1516, 1.1692]],
  "mulliken_charge": [-0.184, -0.185, 1.283, 1.134, 0.175, -0.747, -0.663, -0.062, -0.795, -0.436, -0.690, -0.668, -0.777, -0.729, 0.764, 0.336, 1.228, 0.050, -0.117, 0.793, 0.247, -0.613, -0.374, 1.050, -0.189, -0.128, -0.320, -1.044, -0.713, -0.191, -0.433, -0.514, 1.158, 0.328, -0.827, -0.462, -0.563, -0.104, -0.128, -0.767, -0.230, -0.436, -0.382, -1.021, -0.893, -0.643, 0.564, 0.471, 0.311, -0.933, -0.355, 0.365, -0.670, -0.218, 0.409, -1.531, -0.165, -1.730, -0.359, 0.190, -0.723, -0.741, 0.366, 0.392, 0.073, 0.267, 0.297, 0.356, 0.286, 0.494, 0.278, 0.398, 0.164, 0.454, 0.400, 0.414, -0.051, 0.434, 0.567, 0.431, -0.129, 0.812, 0.206, 0.325, 0.457, 0.384, 0.702, 0.448, 0.730, -0.678, -0.355, 0.387, 0.477, 0.686, 0.129, 0.154, 0.601, 0.287, -0.875, 0.409, 0.427, 0.492, 0.502]
}